# C3H7NO2

The molecule C3H7NO2 (ωB97M-V/def2-TZVPD, the OMol25 dataset).

The calculation puts the molecular weight at 89.1 g/mol. For the orbital gap, the calculation gives 10.31 eV. Its total energy is -8808.6300 eV. As for the structure (SMILES): NC(=O)CCO.

Each line ends with the Mulliken charge.
Element x y z (Å)
N1 -0.2021 1.7500 0.9448  -0.72
C1 -0.0913 1.5092 -0.4518  0.42
O1 -0.3618 2.2884 -1.3248  -0.48
C2 0.6308 0.1328 -0.7041  -0.71
C3 -0.3028 -1.0359 -0.3833  -0.34
O2 -0.4982 -1.0929 1.0277  -0.54
H1 -0.7544 0.9933 1.3614  0.39
H2 0.7103 1.2877 1.0335  0.38
H3 1.5545 -0.0380 -0.1112  0.32
H4 0.9287 0.1412 -1.7475  0.33
H5 -1.2566 -0.8726 -0.9005  0.33
H6 0.1289 -1.9810 -0.7413  0.33
H7 -1.1858 -1.7436 1.2180  0.31

Cartesian forces (eV/Å) of the 6 atoms listed first:
0.6 -0.2 -0.2
0.5 -0.5 -0.8
-0.2 -0.6 0.4
-0.2 0.2 -0.4
0.0 0.1 -0.5
-0.2 -0.2 0.0